Density functional theory data (ωB97M-V/def2-TZVPD) for a cluster of 2 separate species, C2H4BrN2 in total in a non-equilibrium geometry.

## Properties
max |F|: 2.57 eV/Å
calculated total energy: -2761.7831 Eh
relative energy (zero: lowest compared OMol25 entry of this formula, charge and spin): 1.486 eV
total charge: +1
molar mass: 135.97 g/mol
lowest unoccupied orbital energy: -6.742 eV
orbital gap: 6.856 eV

Each line ends with the natural charge from an NBO analysis.
Atoms and positions in Å:
C: -2.73617 -0.52473 0.02019  0.22
C: -0.67139 0.74569 0.03508  0.75
N: -1.55758 -0.09693 0.16818  -0.45
N: 0.20591 1.51618 -0.07973  -0.46
Br: 4.52141 -0.47395 -0.02877  -0.22
H: -3.52535 0.05322 -0.45497  0.22
H: -2.96385 -1.51719 0.39665  0.23
H: 5.55033 -1.41397 -0.13278  0.22
H: 1.17668 1.71167 0.07616  0.48